# 1
{"formula": "C28H26BiCl3F6N6SbSe2Si", "method": "wB97M-V/def2-TZVPD", "gap_ev": [7.8, 5.3], "total_charge": 2, "s2": 0.76, "relative_energy_kcal_mol": 0.0, "energy_ha": -8937.9369, "e_homo_ha": [-0.511, -0.511], "multiplicity": 2, "fmax_ha_per_bohr": 0.006, "species": ["Bi", "Sb", "Se", "Se", "Cl", "Cl", "Cl", "Si", "F", "F", "F", "F", "F", "F", "N", "N", "N", "N", "N", "N", "C", "C", "C", "C", "C", "C", "C", "C", "C", "C", "C", "C", "C", "C", "C", "C", "C", "C", "C", "C", "C", "C", "C", "C", "C", "C", "C", "C", "H", "H", "H", "H", "H", "H", "H", "H", "H", "H", "H", "H", "H", "H", "H", "H", "H", "H", "H", "H", "H", "H", "H", "H", "H", "H"], "coordinates": [[0.564, -0.211, 1.056], [0.700, 4.268, 0.971], [2.527, 0.366, -2.419], [0.809, 1.837, -2.490], [3.496, -1.555, 3.374], [1.908, 1.088, 4.573], [0.420, -1.882, 4.558], [1.677, -0.631, 3.513], [2.072, 4.031, -0.314], [0.916, 6.107, 1.020], [0.559, 2.277, 0.904], [1.912, 3.941, 2.369], [-0.534, 4.242, -0.466], [-0.747, 4.226, 2.166], [3.168, 0.957, 0.219], [-1.138, -2.080, 1.008], [1.599, -2.432, 0.603], [-1.269, 0.322, 2.498], [-1.890, 0.238, -0.445], [-0.048, -0.448, -3.834], [-3.485, 1.120, 3.924], [3.792, 1.612, 1.201], [-4.000, 0.104, -2.226], [-3.473, -0.095, 3.257], [-0.496, -3.366, 1.364], [0.872, -3.538, 0.763], [2.688, -4.898, 0.028], [-0.722, -1.112, -4.770], [-2.341, -0.468, 2.555], [5.107, 2.885, -0.332], [-1.731, 0.887, -5.610], [-3.355, -1.052, -1.809], [3.446, -3.746, -0.127], [-1.569, -0.486, -5.679], [-2.526, 1.346, -0.828], [-3.583, 1.326, -1.724], [-1.572, -2.162, -0.418], [4.757, 2.583, 0.970], [-0.212, 0.865, -3.801], [-2.301, -0.936, -0.915], [-1.272, 1.496, 3.149], [-2.361, 1.929, 3.874], [4.459, 2.223, -1.371], [-1.035, 1.598, -4.640], [3.500, 1.295, -1.024], [1.381, -4.793, 0.477], [2.864, -2.531, 0.171], [-2.294, -1.833, 1.905], [0.766, -5.673, 0.615], [-2.278, -2.570, 2.710], [-3.225, -1.993, 1.357], [-1.137, -4.202, 1.067], [-0.574, -2.185, -4.795], [-0.684, -2.347, -1.029], [5.215, 3.088, 1.808], [-2.083, -1.070, -6.430], [-0.388, -3.399, 2.449], [-2.376, 1.406, -6.306], [4.680, 2.440, -2.406], [5.857, 3.634, -0.548], [3.412, -1.601, 0.085], [-3.682, -2.025, -2.154], [3.111, -5.868, -0.196], [-1.121, 2.674, -4.554], [-4.362, 1.428, 4.478], [-4.333, -0.752, 3.283], [4.471, -3.788, -0.466], [-4.072, 2.248, -2.007], [-2.232, -3.030, -0.530], [-4.833, 0.045, -2.914], [3.514, 1.357, 2.215], [-2.175, 2.275, -0.398], [-2.322, 2.887, 4.372], [-0.385, 2.104, 3.066]]}

# 2
{"formula": "C28H26Cl2N4O12STi", "method": "wB97M-V/def2-TZVPD", "gap_ev": 6.3, "relative_energy_kcal_mol": 13.1, "energy_ha": -4372.6953, "e_homo_ha": -0.289, "fmax_ha_per_bohr": 0.010, "species": ["Ti", "Cl", "Cl", "S", "O", "O", "O", "O", "O", "O", "O", "O", "O", "O", "O", "O", "N", "N", "N", "N", "C", "C", "C", "C", "C", "C", "C", "C", "C", "C", "C", "C", "C", "C", "C", "C", "C", "C", "C", "C", "C", "C", "C", "C", "C", "C", "C", "C", "H", "H", "H", "H", "H", "H", "H", "H", "H", "H", "H", "H", "H", "H", "H", "H", "H", "H", "H", "H", "H", "H", "H", "H", "H", "H"], "coordinates": [[0.100, 0.012, 0.374], [4.343, 0.088, -5.154], [3.411, 3.363, -0.993], [0.604, 0.677, -6.642], [-0.495, 0.440, -7.554], [-1.164, -1.500, 0.312], [-2.617, -3.907, 1.525], [1.388, 1.874, -6.876], [-2.019, 0.933, 1.405], [1.404, -0.516, -6.355], [0.463, 0.927, 2.202], [1.789, -3.488, 3.272], [-0.593, -5.264, 3.229], [-1.133, -0.862, 3.309], [1.257, -1.347, 1.179], [1.390, 1.199, -0.227], [-3.879, 1.426, 2.570], [-1.346, 1.026, -1.026], [2.191, 0.367, 3.535], [0.848, -0.884, -1.495], [-1.452, -3.624, 1.623], [-2.733, 0.750, 2.392], [2.087, -1.672, -3.876], [-0.414, -4.305, 2.542], [0.216, 2.010, -4.240], [0.510, -2.011, -2.095], [3.739, 1.589, -3.030], [-4.282, 2.454, 1.620], [1.115, -2.437, -3.281], [3.468, 0.441, -3.718], [0.854, -3.428, 2.509], [-0.236, 2.084, -2.929], [-1.069, 1.090, -2.443], [3.161, 1.003, 2.641], [0.919, 0.349, 3.221], [-4.779, 1.205, 3.694], [2.486, -0.476, -3.247], [-1.547, 0.090, -3.275], [2.119, 1.039, -1.343], [3.063, 1.894, -1.828], [2.720, -0.401, 4.666], [-2.391, -0.271, 3.476], [-0.719, -2.500, 1.031], [-1.103, 0.031, -4.584], [-0.063, -0.410, 4.098], [-0.178, 0.958, -5.052], [0.569, -2.423, 1.494], [1.836, -0.139, -2.057], [-4.777, 0.168, 4.016], [-5.102, 2.100, 0.993], [2.531, -1.953, -4.819], [2.643, 1.620, 1.916], [-1.417, 1.964, -0.639], [-0.393, 0.254, 4.905], [-2.240, 0.583, -0.835], [-4.613, 3.337, 2.165], [0.901, 2.747, -4.640], [-2.223, -0.666, -2.886], [0.413, -1.280, 4.550], [3.720, 0.228, 2.115], [4.482, 2.279, -3.404], [-0.290, -2.580, -1.640], [3.765, -0.133, 4.791], [0.106, 2.878, -2.272], [-3.129, -1.075, 3.421], [-3.441, 2.721, 0.991], [2.196, -0.155, 5.588], [2.656, -1.472, 4.462], [-1.437, -0.754, -5.250], [0.776, -3.355, -3.741], [-5.792, 1.439, 3.373], [3.844, 1.608, 3.233], [-4.531, 1.848, 4.542], [-2.483, 0.194, 4.462]]}

# 3
{"formula": "C28H26F18MoN2O8PS4", "method": "wB97M-V/def2-TZVPD", "gap_ev": [6.4, 5.4], "total_charge": -1, "energy_ha": -5594.0524, "e_homo_ha": [-0.205, -0.204], "fmax_ha_per_bohr": 0.045, "species": ["Mo", "S", "S", "S", "S", "P", "F", "F", "F", "F", "F", "F", "F", "F", "F", "F", "F", "F", "F", "F", "F", "F", "F", "F", "O", "O", "O", "O", "O", "O", "O", "O", "N", "N", "C", "C", "C", "C", "C", "C", "C", "C", "C", "C", "C", "C", "C", "C", "C", "C", "C", "C", "C", "C", "C", "C", "C", "C", "C", "C", "C", "C", "H", "H", "H", "H", "H", "H", "H", "H", "H", "H", "H", "H", "H", "H", "H", "H", "H", "H", "H", "H", "H", "H", "H", "H", "H", "H"], "coordinates": [[-0.499, -0.396, 0.616], [-3.045, 1.629, 0.623], [-1.078, 2.240, -1.146], [0.325, 0.813, 2.602], [2.638, 1.654, -0.090], [1.987, 1.803, 1.771], [-1.764, -4.726, 1.228], [-2.522, 2.293, 3.204], [3.638, -1.210, 1.687], [0.806, 3.109, -2.778], [-0.698, 2.159, -4.009], [-3.877, -1.159, 2.105], [4.313, -2.737, 0.351], [2.165, -3.377, 1.811], [-4.831, -2.908, 1.341], [-1.604, -4.131, -0.836], [4.294, -0.721, -0.292], [-3.969, 3.558, 2.241], [-3.306, -3.096, 2.813], [-3.509, -4.550, 0.001], [1.073, 1.046, -3.417], [2.374, -4.233, -0.152], [-4.522, 1.579, 2.869], [0.482, -3.511, 0.507], [-4.317, 1.287, 0.074], [-1.413, -1.975, 1.340], [-2.203, 1.184, -1.693], [1.898, 3.336, 2.258], [-0.181, 1.373, -0.277], [3.214, 1.369, 2.673], [-2.209, 0.459, 1.013], [1.293, -0.942, 0.626], [-2.203, 2.752, 0.024], [-0.429, -1.578, -1.043], [-3.638, -2.409, 1.716], [2.110, -1.827, -0.032], [-5.533, -1.289, -3.183], [3.591, -1.594, 0.415], [-4.039, -1.654, -1.206], [4.119, 2.601, 4.528], [1.884, -1.838, -1.530], [3.763, -2.161, -4.792], [-4.216, -1.071, -2.509], [-2.320, -3.976, 0.282], [-1.961, -0.094, -2.349], [1.312, -2.116, -4.230], [0.278, -1.974, -3.333], [-2.809, -1.718, -0.627], [2.636, -2.073, -3.812], [-3.215, -0.393, -3.094], [3.207, 1.453, 4.107], [3.677, 0.113, 4.651], [1.783, -3.243, 0.538], [-1.676, -1.108, -1.267], [0.545, -1.751, -1.975], [1.208, 4.631, 0.294], [1.099, 4.422, 1.798], [2.905, -1.978, -2.451], [-2.497, -2.472, 0.667], [0.141, 1.921, -2.935], [-3.532, 2.294, 2.336], [-0.347, 4.251, 2.231], [-0.398, 4.034, 3.295], [3.394, -2.032, -5.805], [4.119, 2.695, 5.611], [-3.324, 0.060, -4.067], [5.134, 2.417, 4.183], [0.635, 3.872, -0.237], [1.553, 5.277, 2.323], [-5.525, -0.878, -4.188], [-0.794, 3.430, 1.675], [-0.746, -2.050, -3.663], [2.181, 1.653, 4.437], [2.246, 4.564, -0.024], [-1.095, 0.031, -3.002], [3.763, 3.528, 4.089], [1.085, -2.267, -5.274], [0.813, 5.606, 0.030], [3.713, 0.141, 5.736], [4.498, -1.388, -4.579], [4.254, -3.130, -4.715], [4.664, -0.119, 4.263], [-5.758, -2.353, -3.241], [-0.908, 5.152, 2.008], [2.993, -0.667, 4.334], [-6.319, -0.806, -2.607], [3.931, -2.016, -2.127], [-4.905, -2.089, -0.735]]}

# 4
{"formula": "C28H26I3N6OReS2", "method": "wB97M-V/def2-TZVPD", "gap_ev": [4.7, 4.5], "total_charge": 3, "s2": 0.80, "relative_energy_kcal_mol": 13.4, "energy_ha": -3253.2634, "e_homo_ha": [-0.561, -0.561], "multiplicity": 2, "fmax_ha_per_bohr": 0.050, "species": ["Re", "I", "I", "I", "S", "S", "O", "N", "N", "N", "N", "N", "N", "C", "C", "C", "C", "C", "C", "C", "C", "C", "C", "C", "C", "C", "C", "C", "C", "C", "C", "C", "C", "C", "C", "C", "C", "C", "C", "C", "C", "H", "H", "H", "H", "H", "H", "H", "H", "H", "H", "H", "H", "H", "H", "H", "H", "H", "H", "H", "H", "H", "H", "H", "H", "H", "H"], "coordinates": [[-0.152, -0.395, -0.586], [-4.702, 2.514, -5.993], [2.525, 2.995, 6.088], [0.679, 3.365, -3.552], [1.903, -3.746, -3.106], [0.028, -3.437, 2.981], [-0.310, 0.752, -2.104], [1.801, 0.277, -0.290], [0.774, -2.051, -1.615], [-1.139, 1.108, 0.514], [-0.031, -1.896, 0.971], [1.906, 0.156, 2.926], [-2.218, -0.941, -0.924], [3.960, -0.500, 3.973], [1.593, -4.197, -1.495], [-1.250, 1.102, -2.945], [0.686, -4.022, 1.523], [2.873, 0.641, -0.115], [4.228, 1.094, 0.145], [-3.227, 2.100, 1.096], [0.992, -3.175, -0.838], [1.821, 1.155, 3.805], [-2.556, -1.000, -2.379], [-2.056, 2.672, -4.594], [2.771, 1.398, 4.790], [-1.063, 2.271, -3.730], [-1.070, -0.925, 3.072], [-2.565, 3.134, 1.738], [-3.233, 1.921, -4.707], [-1.174, 3.142, 1.758], [-3.167, -0.079, -0.154], [0.573, -3.089, 0.554], [-2.487, 1.098, 0.494], [-0.497, 2.120, 1.136], [-0.374, -1.958, 2.254], [1.229, -2.208, -2.846], [-2.433, 0.325, -3.079], [3.866, 0.550, 4.876], [1.186, -1.184, -3.928], [-3.408, 0.744, -3.946], [2.965, -0.654, 3.022], [-0.469, -0.687, 3.949], [-3.960, 0.276, -0.813], [-1.871, -1.726, -2.825], [4.384, 1.137, 1.224], [-3.126, 3.924, 2.219], [1.868, -5.169, -1.119], [-3.571, -1.383, -2.501], [0.582, 2.068, 1.128], [4.366, 2.087, -0.283], [4.626, 0.699, 5.632], [-2.030, -1.311, 3.420], [0.173, -1.076, -4.324], [-4.308, 2.066, 1.067], [-3.647, -0.684, 0.618], [1.115, -5.009, 1.451], [4.941, 0.402, -0.302], [1.517, -0.215, -3.555], [-1.226, -0.009, 2.519], [-4.312, 0.162, -4.072], [-1.929, 3.567, -5.188], [-0.624, 3.934, 2.247], [3.014, -1.469, 2.304], [-2.327, -1.893, -0.582], [4.792, -1.190, 4.015], [1.830, -1.476, -4.755], [0.948, 1.797, 3.734]]}